No. 1
12
Properties=species:S:1:pos:R:3:forces:R:3 method="wB97M-V/def2-TZVPD" charge=+1 e_above_lowest_ev=1.2688 homo_energy_ev=-15.58 smiles="[NH2+]=CNCO" spin_multiplicity=1 e_tot_ha=-264.8846 fmax_ev_per_a=4.049 lumo_ev=-3.870 molar_mass_g_mol=75.1
N -1.420 0.414 0.786 -1.166 0.760 0.186
C -1.266 -0.573 -0.081 2.791 0.163 -0.127
N -0.013 -0.801 -0.541 -1.307 0.036 -0.102
C 1.157 0.240 -0.431 -3.429 1.306 -1.713
O 1.633 0.414 0.812 1.976 -0.448 0.888
H -2.385 0.448 1.100 0.307 0.728 0.315
H -0.761 1.214 1.101 -1.173 -2.320 -0.875
H -2.147 -1.248 -0.417 1.672 1.282 0.884
H 0.015 -1.624 -1.145 0.678 0.522 0.081
H 0.637 1.239 -0.756 0.908 -1.816 0.068
H 1.938 -0.050 -1.108 -0.152 -0.302 -0.725
H 2.612 0.326 0.680 -1.105 0.087 1.120

No. 2
13
Properties=species:S:1:pos:R:3:forces:R:3 method="wB97M-V/def2-TZVPD" charge=-1 e_above_lowest_ev=0.8495 homo_energy_ev=-4.04 spin_multiplicity=1 e_tot_ha=-340.4401 fmax_ev_per_a=0.750 lumo_ev=3.874 molar_mass_g_mol=91.1
N -0.595 2.466 0.263 -0.018 -0.205 -0.642
C -0.618 1.039 0.604 0.413 0.324 -0.437
N -0.751 0.161 -0.554 -0.221 -0.269 -0.081
H -1.542 2.748 0.037 -0.023 0.097 -0.109
H -0.070 2.538 -0.619 -0.126 0.230 0.551
H -1.470 0.882 1.249 -0.195 -0.046 0.466
H 0.300 0.840 1.147 0.095 -0.303 0.131
H -0.101 -0.618 -0.505 0.099 0.000 0.181
H -0.540 0.636 -1.419 0.074 0.224 -0.018
O 1.491 -3.870 0.326 -0.073 -0.048 0.142
C 1.356 -2.689 -0.020 0.204 0.436 -0.575
O 2.091 -1.687 0.158 -0.165 -0.066 0.212
H 0.448 -2.446 -0.666 -0.064 -0.375 0.180

No. 3
13
Properties=species:S:1:pos:R:3:forces:R:3 method="wB97M-V/def2-TZVPD" charge=-2 e_above_lowest_ev=0.4483 homo_energy_ev="4.21 / -1.67" spin_multiplicity=2 e_tot_ha=-340.2735 fmax_ev_per_a=5.328 lumo_ev="6.834 / 6.768" molar_mass_g_mol=91.1
N 0.056 -1.664 1.397 2.129 -0.195 0.805
C 0.898 -0.571 1.798 0.772 1.910 2.314
N 0.704 0.755 1.168 2.166 -2.990 -3.841
H 0.270 -1.804 0.438 -0.385 -0.310 -1.076
H -0.850 -1.351 1.549 -2.247 0.333 -0.167
H 1.973 -0.866 1.761 -0.723 0.137 -0.202
H 0.773 -0.290 2.902 0.168 -0.904 -0.916
H 0.107 1.354 1.588 -2.416 1.851 2.159
H 0.367 0.657 0.181 0.588 0.112 1.032
O -1.066 2.216 -3.090 -0.870 -1.411 0.108
C -1.156 0.945 -3.156 2.360 1.048 -0.538
O -0.934 0.067 -2.301 -0.820 0.328 0.037
H -1.141 0.551 -4.237 -0.722 0.090 0.286